C5H8O2 | ωB97M-V with the def2-TZVPD basis set

Computed properties:
- E_tot: -345.5914 hartree
- HOMO energy: -0.2830 Eh
- Strongest force on any atom: 2.139 eV Å⁻¹
- Frontier orbital gap: 8.5 eV
- Relative energy (zero: lowest compared OMol25 entry of this formula, charge and spin): 134.0 kcal/mol

```
! wB97M-V def2-TZVPD RIJCOSX def2/J DEFGRID3
* xyz 0 1
C -1.4470 -0.3590 1.0923
C -0.1353 -0.5721 0.4371
C 0.9372 -1.1223 -1.4914
O -0.4188 -0.2909 -1.1357
C 0.9334 0.3240 -1.1653
C 0.9369 0.5295 0.3401
O 0.4970 1.7770 0.8094
H -2.1146 -1.1801 0.8078
H -1.8820 0.5873 0.7751
H -1.3172 -0.3700 2.1750
H 0.2940 -1.5618 0.6800
H 0.8721 -1.2557 -2.5692
H 1.1258 1.1415 -1.8695
H 1.8925 0.3183 0.8208
H -0.2128 2.0844 0.2301
*
```